# 1
The following is a DFT calculation (the ωB97M-V functional and the def2-TZVPD basis) of a structure of composition C21H20IrN4O2S4.

## Properties
Net charge: +2
Energy relative to the best compared isomer or geometry (same formula, charge and spin): 0.0 kJ/mol
LUMO energy (spin up / spin down): -0.30429 / -0.29042 Ha
⟨S²⟩: 1.0617
Gap between HOMO and LUMO (spin up / spin down): 5.86 / 6.35 eV
2S+1: 2
Electronic energy: -78324.3606 eV
Highest occupied orbital energy (spin up / spin down): -14.136 / -14.254 eV
Strongest force on any atom: 0.01348 hartree/bohr

Element x y z (Å)
Ir: 0.50988 1.03036 0.23699
C: -2.56186 2.32053 1.50003
C: -1.53335 3.25079 0.94911
N: -0.36133 2.88860 0.45960
C: 0.40041 3.96984 0.04369
C: -0.21833 5.16111 0.19320
S: -1.76376 4.93194 0.88302
C: 1.72172 3.64465 -0.47029
C: 2.69157 4.45215 -0.94930
S: 4.04265 3.51706 -1.40606
C: 3.27214 2.08150 -0.94662
N: 2.05304 2.29494 -0.47161
C: 3.95060 0.76583 -1.09159
H: -2.20349 1.29530 1.45657
H: -3.49255 2.39783 0.93706
H: -2.78421 2.56968 2.53787
H: 0.14935 6.14425 -0.05255
H: 2.68346 5.52556 -1.04713
H: 4.95116 0.89493 -1.49853
H: 3.38594 0.11816 -1.76186
H: 4.03079 0.27390 -0.12224
S: 1.49069 -1.02808 0.14657
C: 1.87404 -1.42374 1.73837
C: 2.56556 -2.62866 2.03503
C: 2.83217 -2.94063 3.33110
C: 2.43542 -2.07465 4.39029
C: 1.78067 -0.90726 4.13118
C: 1.48239 -0.56570 2.79161
S: 0.61372 0.84705 2.44268
H: 2.87163 -3.27977 1.22684
H: 3.35499 -3.85853 3.56313
H: 2.65373 -2.34897 5.41322
H: 1.48073 -0.24335 4.93127
O: -1.27767 -5.74640 -1.37693
C: -2.46681 -5.09482 -1.74916
N: -2.10166 -3.68661 -1.73651
C: -3.01986 -2.73054 -1.94601
O: -4.19308 -2.95012 -2.16668
C: -2.53546 -1.29825 -1.89811
C: -3.23040 -0.35051 -2.63428
C: -2.81951 0.96990 -2.58335
C: -1.75460 1.31004 -1.77722
N: -1.09924 0.40667 -1.02126
C: -1.49286 -0.88507 -1.09475
H: -1.37687 -6.69302 -1.51035
H: -3.28161 -5.26036 -1.04131
H: -2.81159 -5.38346 -2.74522
H: -1.11571 -3.49807 -1.66521
H: -4.08062 -0.66427 -3.22697
H: -3.31907 1.73604 -3.15925
H: -1.39511 2.32643 -1.73852
H: -0.98785 -1.58418 -0.44958



# 2
The following is a DFT calculation (the ωB97M-V functional and the def2-TZVPD basis) of the molecule C21H20N2O4.

## Properties
Net charge: 0
Energy relative to the best compared isomer or geometry (same formula, charge and spin): 142.6 kJ/mol
LUMO energy: 0.02360 Ha
SMILES string: Cc1cccc(C)c1OCC(=O)Nc1cccc(NC(=O)c2ccco2)c1
Gap between HOMO and LUMO: 8.95 eV
Electronic energy: -33272.2000 eV
Highest occupied orbital energy: -8.303 eV
Strongest force on any atom: 0.01909 hartree/bohr

Element x y z (Å)
C: -2.47574 -0.52072 1.78721
C: -3.88634 -0.48782 1.27823
C: -4.94063 -0.80598 2.12310
C: -6.25074 -0.74425 1.68543
C: -6.52583 -0.35013 0.39049
C: -5.49876 -0.03156 -0.48778
C: -5.80623 0.41285 -1.88538
C: -4.18072 -0.11239 -0.03578
O: -3.16462 0.23143 -0.92464
C: -2.36592 -0.84464 -1.38440
C: -0.87762 -0.65669 -1.06837
O: -0.10102 -1.58711 -1.11528
N: -0.58057 0.62960 -0.78145
C: 0.64499 1.20217 -0.43320
C: 0.66943 2.55623 -0.10315
C: 1.86555 3.15263 0.24620
C: 3.04461 2.42891 0.27536
C: 3.02199 1.07704 -0.05407
N: 4.16100 0.27079 -0.05442
C: 5.45051 0.60956 0.25356
O: 5.81660 1.71287 0.59709
C: 6.38515 -0.52903 0.12366
C: 6.22970 -1.83813 -0.27285
C: 7.50641 -2.42909 -0.18982
C: 8.34274 -1.44330 0.24864
O: 7.67755 -0.30593 0.43671
C: 1.82038 0.46707 -0.40786
H: -2.46956 -0.67158 2.86366
H: -1.96753 0.41665 1.56582
H: -1.90287 -1.32652 1.32909
H: -4.72689 -1.09987 3.14032
H: -7.05676 -0.99705 2.35773
H: -7.54801 -0.29159 0.04654
H: -6.67346 -0.11688 -2.27276
H: -6.02868 1.47999 -1.89286
H: -4.95756 0.24430 -2.54238
H: -2.45658 -0.90039 -2.47907
H: -2.69718 -1.80377 -0.97647
H: -1.38124 1.25387 -0.77510
H: -0.24544 3.13064 -0.12304
H: 1.88288 4.20122 0.50158
H: 3.97314 2.89903 0.54869
H: 3.98728 -0.68802 -0.31933
H: 5.33245 -2.33215 -0.58818
H: 7.76499 -3.44135 -0.42301
H: 9.39509 -1.44108 0.45474
H: 1.79408 -0.57984 -0.66319



# 3
The following is a DFT calculation (the ωB97M-V functional and the def2-TZVPD basis) of a structure of composition C21H20N3O11SSc.

## Properties
Net charge: -2
Energy relative to the best compared isomer or geometry (same formula, charge and spin): 0.0 kJ/mol
LUMO energy: 0.15262 Ha
Gap between HOMO and LUMO: 7.81 eV
Electronic energy: -80636.3669 eV
Highest occupied orbital energy: -3.655 eV
Strongest force on any atom: 0.01980 hartree/bohr

Element x y z (Å)
Sc: 0.10993 -0.06095 0.60903
C: 2.62979 7.20049 -1.80509
C: 2.58344 5.69719 -1.68628
C: 1.62132 5.07109 -0.90158
C: 1.56039 3.68652 -0.80628
C: 2.48108 2.91313 -1.50070
C: 3.45007 3.52135 -2.28998
C: 3.49763 4.90394 -2.37742
S: 2.48088 1.13385 -1.33290
O: 3.15768 0.84811 -0.08697
O: 3.08898 0.65592 -2.55688
N: 0.98006 0.71290 -1.17127
C: 0.13879 0.71020 -2.37198
C: -1.30857 0.40318 -1.99112
O: -2.16741 0.45313 -2.86076
O: -1.49373 0.10973 -0.74444
H: 2.01914 7.67300 -1.03505
H: 2.25396 7.53182 -2.77689
H: 3.65121 7.57412 -1.70514
H: 0.90768 5.66947 -0.34480
H: 0.81488 3.21488 -0.17760
H: 4.15079 2.89996 -2.83339
H: 4.25728 5.37789 -2.99228
H: 0.46413 -0.04084 -3.09373
H: 0.14770 1.67704 -2.88428
C: 2.84076 -2.88809 -0.44643
C: 1.56407 -2.83508 0.37768
C: 0.98032 -4.21595 0.60807
O: 0.61033 -2.01870 -0.33360
C: 1.87860 -2.16561 1.73490
O: 2.52840 -2.80356 2.55009
O: 1.42143 -0.96881 1.87554
H: 2.65458 -3.41211 -1.38764
H: 3.61528 -3.40922 0.11760
H: 3.18651 -1.87835 -0.67142
H: 0.82645 -4.72908 -0.34568
H: 0.02192 -4.14513 1.12756
H: 1.66882 -4.78816 1.22699
H: -0.21144 -2.51737 -0.49973
O: -1.98178 -2.99223 -0.98350
C: -3.05369 -2.75062 -0.47373
C: -3.34089 -2.48796 0.94332
C: -4.60128 -2.87836 1.35910
C: -4.97086 -2.81759 2.68987
C: -4.06606 -2.32663 3.64857
C: -2.83524 -1.89075 3.26250
C: -2.41014 -1.90971 1.88699
O: -1.30839 -1.40259 1.56761
N: -6.28047 -3.26106 3.09015
O: -6.57495 -3.21542 4.27966
O: -7.05648 -3.67012 2.23312
H: -3.96427 -2.84179 -1.09857
H: -5.31453 -3.25444 0.63543
H: -4.37455 -2.29047 4.68440
H: -2.13122 -1.48226 3.97638
N: -0.51491 2.85947 2.30213
C: -0.28346 1.85069 1.78037



# 4
The following is a DFT calculation (the ωB97M-V functional and the def2-TZVPD basis) of a structure of composition C21H20N3O3PdS2SeTe.

## Properties
Net charge: -1
Energy relative to the best compared isomer or geometry (same formula, charge and spin): 7.3 kJ/mol
LUMO energy: 0.07647 Ha
Gap between HOMO and LUMO: 6.93 eV
Electronic energy: -130506.8093 eV
Highest occupied orbital energy: -4.850 eV
Strongest force on any atom: 0.00988 hartree/bohr

Element x y z (Å)
Pd: 2.14143 -0.30069 -1.19279
O: 1.65528 0.58945 4.26185
C: 0.98286 -0.54891 4.49964
C: 0.74479 -0.90105 5.83100
C: 0.06048 -2.06036 6.13533
C: -0.40115 -2.89408 5.11959
C: -0.16744 -2.54592 3.80221
C: 0.51862 -1.37960 3.46501
C: 0.75187 -1.00359 2.03377
O: 1.39845 0.06850 1.79267
N: 0.22586 -1.82295 1.14857
N: 0.52479 -1.51312 -0.16116
C: -0.31280 -1.98865 -0.99160
S: -0.14395 -1.68341 -2.71644
C: -1.24609 -3.04612 -3.17678
C: -2.39013 -3.05430 -2.17981
S: -1.70278 -2.95309 -0.50001
H: 1.72832 0.63979 3.26702
H: 1.11523 -0.24194 6.60564
H: -0.11395 -2.32084 7.17279
H: -0.93415 -3.80577 5.35670
H: -0.51270 -3.17373 2.99191
H: -0.69246 -3.98452 -3.14998
H: -1.59365 -2.85875 -4.19231
H: -2.96750 -3.97718 -2.24438
H: -3.05432 -2.20739 -2.35296
C: -1.00179 1.41736 0.24200
Te: 1.02186 1.86191 -0.25300
C: 0.11041 2.96907 -1.85941
C: -1.27369 3.31016 -1.37031
C: -2.01697 4.35362 -1.91164
C: -3.29129 4.63503 -1.44229
C: -3.83542 3.86798 -0.42160
C: -3.10118 2.82611 0.12488
C: -1.82225 2.53879 -0.33952
H: -1.09617 1.34300 1.32347
H: -1.25409 0.44754 -0.18965
H: 0.07095 2.32687 -2.73959
H: 0.69590 3.85345 -2.10342
H: -1.58633 4.95475 -2.70433
H: -3.85546 5.45598 -1.86698
H: -4.82678 4.08697 -0.04517
H: -3.51860 2.23122 0.92894
Se: 4.19927 -1.56190 -0.47482
C: 4.98762 -2.13201 -2.02704
N: 5.49641 -2.47964 -3.00729
C: 3.32214 0.12244 -3.74377
C: 3.20608 0.78793 -2.38415
O: 3.64897 1.88495 -2.16420
H: 3.41264 0.89328 -4.50976
H: 2.47167 -0.52652 -3.95036
H: 4.22122 -0.50017 -3.73645



What did the second record say?
The following is a DFT calculation (the ωB97M-V functional and the def2-TZVPD basis) of the molecule C21H20N2O4.

## Properties
Net charge: 0
Energy relative to the best compared isomer or geometry (same formula, charge and spin): 142.6 kJ/mol
LUMO energy: 0.02360 Ha
SMILES string: Cc1cccc(C)c1OCC(=O)Nc1cccc(NC(=O)c2ccco2)c1
Gap between HOMO and LUMO: 8.95 eV
Electronic energy: -33272.2000 eV
Highest occupied orbital energy: -8.303 eV
Strongest force on any atom: 0.01909 hartree/bohr

Element x y z (Å)
C: -2.47574 -0.52072 1.78721
C: -3.88634 -0.48782 1.27823
C: -4.94063 -0.80598 2.12310
C: -6.25074 -0.74425 1.68543
C: -6.52583 -0.35013 0.39049
C: -5.49876 -0.03156 -0.48778
C: -5.80623 0.41285 -1.88538
C: -4.18072 -0.11239 -0.03578
O: -3.16462 0.23143 -0.92464
C: -2.36592 -0.84464 -1.38440
C: -0.87762 -0.65669 -1.06837
O: -0.10102 -1.58711 -1.11528
N: -0.58057 0.62960 -0.78145
C: 0.64499 1.20217 -0.43320
C: 0.66943 2.55623 -0.10315
C: 1.86555 3.15263 0.24620
C: 3.04461 2.42891 0.27536
C: 3.02199 1.07704 -0.05407
N: 4.16100 0.27079 -0.05442
C: 5.45051 0.60956 0.25356
O: 5.81660 1.71287 0.59709
C: 6.38515 -0.52903 0.12366
C: 6.22970 -1.83813 -0.27285
C: 7.50641 -2.42909 -0.18982
C: 8.34274 -1.44330 0.24864
O: 7.67755 -0.30593 0.43671
C: 1.82038 0.46707 -0.40786
H: -2.46956 -0.67158 2.86366
H: -1.96753 0.41665 1.56582
H: -1.90287 -1.32652 1.32909
H: -4.72689 -1.09987 3.14032
H: -7.05676 -0.99705 2.35773
H: -7.54801 -0.29159 0.04654
H: -6.67346 -0.11688 -2.27276
H: -6.02868 1.47999 -1.89286
H: -4.95756 0.24430 -2.54238
H: -2.45658 -0.90039 -2.47907
H: -2.69718 -1.80377 -0.97647
H: -1.38124 1.25387 -0.77510
H: -0.24544 3.13064 -0.12304
H: 1.88288 4.20122 0.50158
H: 3.97314 2.89903 0.54869
H: 3.98728 -0.68802 -0.31933
H: 5.33245 -2.33215 -0.58818
H: 7.76499 -3.44135 -0.42301
H: 9.39509 -1.44108 0.45474
H: 1.79408 -0.57984 -0.66319



Question: Which formula does entry 1 have?
Answer: C21H20IrN4O2S4



Question: Which of these has the highest electronic energy?
Answer: C21H20N2O4



Question: Look up the strongest force on any atom of the third one.
Answer: 0.01980 hartree/bohr